{"formula": "C81H188F18N10O3P3", "method": "the ωB97M-V functional and the def2-TZVPD basis", "species": ["C", "C", "H", "H", "H", "H", "H", "N", "H", "H", "F", "H", "C", "H", "H", "H", "C", "O", "H", "C", "H", "C", "H", "H", "H", "H", "H", "C", "H", "N", "C", "H", "H", "H", "H", "H", "H", "H", "H", "N", "H", "C", "C", "H", "H", "F", "H", "H", "C", "H", "C", "H", "H", "C", "H", "C", "H", "H", "H", "C", "C", "H", "C", "H", "H", "H", "C", "C", "C", "H", "H", "F", "F", "H", "H", "H", "C", "C", "P", "C", "F", "H", "H", "H", "P", "F", "N", "C", "C", "H", "H", "C", "C", "H", "H", "H", "H", "H", "H", "H", "H", "H", "H", "N", "H", "H", "C", "F", "H", "H", "H", "C", "H", "H", "H", "C", "C", "H", "H", "H", "F", "H", "H", "H", "H", "H", "H", "C", "F", "C", "H", "H", "P", "H", "C", "H", "H", "H", "C", "H", "H", "C", "H", "H", "H", "H", "H", "H", "H", "H", "C", "C", "O", "H", "H", "F", "C", "H", "H", "H", "H", "N", "C", "C", "C", "H", "H", "H", "C", "C", "H", "C", "H", "H", "H", "H", "H", "H", "F", "C", "H", "F", "H", "H", "H", "H", "H", "H", "H", "H", "H", "H", "H", "H", "F", "H", "H", "H", "C", "H", "H", "C", "C", "H", "C", "H", "H", "H", "H", "C", "H", "C", "H", "C", "F", "C", "F", "H", "H", "C", "C", "H", "H", "C", "H", "H", "H", "H", "H", "C", "H", "H", "C", "N", "H", "N", "C", "H", "H", "C", "H", "F", "C", "C", "H", "H", "H", "C", "H", "C", "C", "H", "C", "H", "O", "H", "H", "H", "H", "H", "H", "H", "H", "H", "C", "C", "H", "C", "N", "C", "N", "H", "H", "H", "C", "C", "C", "C", "H", "H", "H", "H", "H", "C", "H", "F", "H", "H", "H", "C", "F", "C", "H", "H", "H", "H", "C", "H", "C", "C", "H", "H", "H"], "xyz": [[-0.0287, 8.5349, -6.6881], [-0.0022, -2.4530, -2.3287], [-5.3896, 4.3435, 10.2108], [-9.4189, 4.0163, 2.7884], [-6.8456, 1.2766, -1.6075], [-2.0033, -2.3642, -3.3026], [8.0255, -4.4178, 2.0834], [-2.0998, 4.0621, 7.9623], [0.6918, 11.1076, -7.3563], [-0.4997, 4.4622, 11.8198], [-5.7835, 1.7803, 2.7552], [-1.4724, -5.3973, 4.6417], [-2.2133, 10.6808, -8.8867], [0.7723, 8.6434, 1.5931], [4.0687, -0.6244, 1.7733], [-3.9063, -0.1333, -5.4368], [-0.0752, 6.2037, -5.7084], [-3.9681, -2.0440, -6.1928], [3.9377, 5.6689, 3.1617], [7.2569, 3.2155, -4.6049], [-5.5356, 1.8831, -2.6661], [1.1937, -8.7407, -3.6182], [-6.1806, 4.2001, -2.1627], [2.6965, -0.4862, 0.6511], [6.2382, -4.2756, -4.0050], [0.1455, 0.2409, -2.1021], [-0.1454, 4.1465, 8.7784], [2.4891, 7.1944, 1.6950], [-0.3152, -8.1369, 4.6067], [1.7945, -7.6539, 4.6028], [-0.6989, 5.3884, -4.6078], [-8.0632, 2.8419, 2.5806], [-0.8876, 6.0497, -3.7460], [3.2381, -10.0176, -4.8546], [0.7466, 3.5025, 11.0255], [8.5165, -3.2981, -2.4774], [-1.9575, 1.6856, -0.3841], [-1.9553, -1.0660, 0.1678], [2.0295, 10.2175, 3.1132], [-4.4979, -4.9805, -6.1366], [-3.5842, 0.1787, -1.6950], [1.6101, -8.6579, -5.0258], [-1.2368, 10.6134, -5.9776], [2.4033, -5.4531, 6.4051], [-2.7435, -4.1507, -6.6151], [-3.0799, -6.7480, -4.2461], [3.1655, -3.3800, 5.8399], [-1.0570, 12.4151, -8.0743], [6.5288, -4.1820, -2.9551], [1.9321, -7.7345, 6.7000], [3.2911, -1.2013, 1.2597], [-4.1559, 6.2439, 8.1876], [0.7102, -8.4871, -5.6050], [-0.0116, 10.5817, -7.9654], [6.0967, -2.1601, 1.7219], [-0.2994, 3.5324, 11.3161], [-9.5187, 5.6451, 0.4977], [4.3515, -8.8374, 3.7982], [-3.0177, 0.0018, -3.4295], [2.2271, -10.0728, -5.2533], [-7.5854, 6.2541, 3.2504], [-3.9136, -5.6372, -5.6341], [5.9097, 3.5636, -3.9075], [-5.9750, 5.3755, 2.0969], [2.0682, 6.6353, 0.8469], [-5.3134, -0.4415, -6.5096], [-3.7033, -4.1880, -7.1371], [-1.7073, 4.9929, 6.9159], [-3.6484, 4.1761, 8.2550], [1.2405, -9.1534, 6.0224], [-1.7279, 7.1714, -6.6509], [4.2397, 0.6640, -2.4870], [-5.2810, 0.5039, 0.8895], [-3.3650, 5.7008, 9.6640], [0.6553, -9.6763, -1.4123], [1.7877, 8.6655, 3.8028], [-6.9118, 5.0653, 2.5870], [0.0770, -11.7268, -1.4717], [-4.4585, 1.0423, 2.2036], [4.8139, -1.8602, -0.5568], [-3.9397, 2.3205, 1.3062], [3.6870, -7.0171, 4.6818], [-1.3075, 1.1163, -2.7333], [-9.6793, 6.3032, 2.9198], [2.8313, 0.2690, -3.1989], [2.3206, 1.8615, -3.0680], [2.1971, 9.1941, 3.0662], [-6.9196, 3.3866, -2.0635], [-2.2554, 4.4266, 5.6050], [-1.5731, 11.6063, -6.3008], [0.7832, 8.9133, -6.0927], [-1.2970, 3.2497, 10.2056], [-0.9040, 7.4649, -5.9862], [1.9960, -11.7240, -3.7837], [-2.8205, 8.9481, -7.5954], [-4.8723, -4.4518, -5.3296], [5.6619, 2.7121, -3.2621], [-2.7110, -4.3805, -8.9589], [5.7676, -4.2219, 0.4310], [2.9851, -2.9202, -0.0791], [7.6400, -1.9066, 1.0460], [-6.8825, 7.0988, 3.2587], [1.9279, 9.2315, -0.4050], [0.6904, -10.1517, -3.4111], [0.9875, -2.0653, -2.5053], [-0.3737, 10.6376, -5.3308], [5.8568, 4.8492, -3.1071], [-3.1495, 0.1548, 1.7029], [-0.0635, 4.5241, -4.2868], [-3.2110, 11.1817, -8.6723], [-1.3074, 5.2347, 9.4071], [6.8632, -2.0036, -1.9193], [-4.1675, 4.0341, 7.3002], [5.5127, -5.1996, 5.2201], [3.3981, -10.3673, 3.8037], [-1.8764, 2.7279, 7.2723], [3.4448, -9.3057, 4.1043], [-9.2702, 3.0770, 1.2604], [7.6615, -2.6040, -3.8606], [-2.3398, 3.3831, 10.6359], [-1.0715, -5.4796, -3.8972], [4.3562, -3.0851, 1.0811], [7.2817, -4.2021, -0.2173], [2.8469, 4.6608, 2.3015], [1.9844, -8.5712, -2.9306], [-0.2152, -7.1409, 2.4547], [-0.5683, 11.8017, -9.6618], [-6.1410, 2.1297, -1.7784], [-1.7675, -7.0473, -2.4653], [-7.9322, 3.6589, -0.8878], [-0.8278, 2.4799, 7.4210], [-3.7189, -1.3494, -2.5804], [-2.4752, -5.7731, -3.1047], [0.3142, -12.6153, -2.0242], [2.8995, 5.3905, 3.1615], [-7.5296, 3.3095, -2.9541], [4.7447, -5.2464, 6.8604], [-1.6906, 5.0220, -4.8852], [-3.1094, -0.4497, -2.4247], [2.4737, -8.0256, 2.5906], [3.6150, 7.2673, 1.5017], [1.8561, 8.6300, 1.6338], [9.4610, -3.0150, 3.1718], [0.3317, -1.6326, -0.2894], [0.3539, 8.0613, -7.6062], [-3.0675, -5.9633, -8.1956], [1.4322, 2.0110, 0.6299], [1.9719, -10.9015, 0.8253], [2.5693, -1.6069, 2.0387], [-0.5417, -12.5919, 0.2613], [0.7969, 2.8938, 0.4546], [8.4357, -2.6998, 3.3395], [4.5505, 5.1869, -2.6212], [-1.3428, 2.6117, 5.1092], [2.1706, -10.3536, -6.2885], [2.2081, 0.0098, -1.7382], [-0.9300, 11.5264, -8.6904], [1.4467, 3.7609, 0.3792], [-3.6687, -0.1710, -7.1123], [-0.7738, 3.5072, -0.9653], [-0.2856, 1.4480, 12.1547], [-1.7357, -0.7496, -1.9981], [-4.2435, -0.6165, -6.3023], [-1.1743, 4.2317, 9.0526], [7.4731, -3.5662, 2.4956], [-1.9791, 10.1521, -5.4077], [2.6907, 4.8669, 4.0815], [-4.2947, -5.0321, -9.1186], [1.4743, -11.8878, 0.7059], [1.4047, -11.0384, -4.3961], [1.3776, -9.2089, 3.2974], [-0.3408, -2.3483, -0.7318], [-3.8511, 3.2794, 8.8812], [4.1601, -8.7086, 6.0722], [-0.6108, 5.0281, 6.9141], [-0.0614, 2.7218, 13.3471], [4.2929, 2.7221, -5.0971], [-1.6403, 8.6318, -8.8475], [-3.2046, -4.5268, -3.8687], [-1.4933, -5.8368, 3.6544], [0.1291, 5.6166, -6.5927], [-4.9920, -0.2792, 2.9310], [-8.5706, 4.4642, -1.1819], [4.0717, 3.5985, -1.2521], [6.0600, 5.7026, -3.7363], [2.3303, -7.8784, -5.1461], [4.5975, -3.1950, -2.6402], [-5.3643, -2.8687, -7.5658], [-8.8712, 7.6856, 2.3100], [8.3234, -1.6144, 3.1192], [5.0758, 4.1435, -5.7330], [-0.0018, -3.4898, -2.6502], [8.2766, -2.8242, 4.4129], [0.6705, -11.5984, -4.9844], [-3.7595, -6.0295, -2.2344], [-1.7173, -4.9192, 3.0389], [-1.1746, 2.2029, 9.8758], [-5.4213, 2.1282, -0.9483], [-0.1416, -6.5161, 3.3112], [-8.5755, 2.7841, -0.7455], [7.5247, -1.4209, -1.2800], [-0.9193, 1.3021, -0.6299], [-7.1233, 4.0328, 0.3476], [-6.6264, 3.1722, 0.7715], [-1.9606, 9.3776, -8.1071], [0.1289, -6.6570, 5.3800], [2.2472, -12.5359, 0.2982], [3.8886, -3.9272, 4.2878], [-2.4885, 2.0105, 7.7736], [-1.1393, -1.7466, -3.0436], [4.8582, -4.6132, -1.5265], [3.6561, -4.1954, 5.3175], [3.4678, 9.4134, 0.4779], [-8.8275, 6.6028, 2.4113], [1.4167, -0.1155, -3.9736], [7.5602, -3.0183, -2.8732], [-2.0036, -4.7432, -1.9429], [0.3695, -8.0647, -3.2974], [-2.0914, 5.9949, 7.1385], [4.9456, -4.6300, 5.9424], [-4.0956, 5.4172, 8.9068], [-6.5889, 4.1966, 3.1497], [-5.7809, 6.0962, 10.1629], [-4.2540, -2.8222, -7.3410], [-2.3400, 10.4062, -9.9462], [-0.3497, -10.8302, 0.3566], [-1.6223, 2.4877, 12.5724], [-2.5552, -2.3645, -0.9236], [2.6700, -6.2589, 3.4447], [2.5045, -5.2689, 5.3572], [-0.2870, -3.2654, -0.1408], [1.6306, -4.7789, 4.9239], [-8.7308, 3.5416, 2.0918], [4.7524, 3.6665, -4.8872], [5.3979, -1.0508, -0.1084], [-7.8388, 4.6004, 1.4959], [3.3409, -9.1963, 5.6377], [-0.8138, -1.2296, -3.9515], [-3.8033, -2.4614, -8.2178], [-2.1627, 2.9300, 5.7945], [2.0260, -10.7225, -1.8242], [3.2781, -1.2642, -3.3692], [-0.7709, -10.2292, -3.7278], [4.2789, 4.6866, -1.3052], [-1.5932, 4.6117, 4.7605], [0.1973, 3.0303, 1.4103], [-1.1138, -11.2325, -3.8625], [5.3465, -3.7996, -2.0747], [2.1227, 10.5849, 0.6674], [2.1909, -8.5441, 3.5185], [-3.4547, -4.9620, -8.3929], [3.2123, 9.1334, 3.1627], [3.8246, -2.3768, 0.4279], [-3.2450, 4.8302, 5.3229], [2.1700, 6.5662, 2.9031], [-0.4798, 0.7101, 0.1474], [-7.8473, 6.1909, 4.3191], [5.5738, -3.8207, 6.2035], [0.4881, -5.7013, 3.0235], [-3.0260, 2.3821, 5.3761], [-5.2635, -5.5759, -6.5076], [1.2569, -12.2373, 1.7161], [-2.3635, -6.4734, 3.5129], [6.1561, -1.3918, -2.4718], [6.5153, -3.5045, 0.0801], [-8.6734, 5.8468, 1.1479], [0.5268, 9.9457, -8.6554], [-5.4937, 5.2261, 9.5722], [5.8732, -2.8016, -1.0760], [2.0465, -8.4222, 5.8744], [-0.8884, 9.6918, -7.1458], [3.2000, -10.1456, 6.1557], [3.3877, 5.1899, -0.9432], [3.9835, 4.1754, -4.3991], [0.3646, -7.2547, 4.4881], [-0.0864, 2.6006, -0.7867], [2.7396, -6.4860, 4.5378], [6.9401, -2.6996, 1.3038], [6.6168, -4.0350, 2.9734], [-6.3992, 4.7783, -0.0129], [0.9438, 6.4645, -5.4763], [-1.3398, -9.6295, -3.0167], [-0.9000, -9.6992, -4.6821], [0.1285, -11.7834, 0.0322], [6.6047, 4.8112, -2.2990], [-3.5385, 1.4475, 3.5429], [-6.1869, 4.9060, 8.7727], [4.2519, -1.4195, -1.3737], [-0.8918, -11.4711, -1.8665], [-1.7385, -1.6697, -0.7385], [3.4249, 0.7160, -4.6264], [0.9517, -10.5531, -1.9491], [-1.2951, 7.9304, -5.0873], [8.0574, 3.1631, -3.8173], [-7.9374, 6.3761, 0.5276], [6.9668, -5.1334, -2.6562], [2.3814, 9.5491, 0.5674], [0.5639, 2.5876, -1.6659], [-0.5547, 2.4658, 12.3940], [-0.8976, 0.5258, -1.9232], [7.6073, 3.9663, -5.3425], [7.1228, 2.2298, -5.0932], [5.0660, 4.8733, -0.5623]], "lowdin_charge": [-0.106, -0.110, 0.080, 0.121, 0.104, 0.108, 0.109, -0.222, 0.137, 0.113, -0.155, 0.072, -0.115, 0.151, 0.078, 0.038, -0.274, -0.185, 0.085, -0.014, 0.065, -0.137, 0.110, 0.059, 0.123, 0.091, 0.132, -0.198, 0.168, -0.251, -0.114, 0.099, 0.075, 0.124, 0.114, 0.113, 0.127, 0.116, 0.189, 0.216, 0.096, -0.137, 0.063, 0.115, 0.157, -0.159, 0.111, 0.117, -0.127, 0.138, -0.086, 0.117, 0.117, -0.140, 0.094, -0.243, 0.145, 0.101, 0.097, -0.096, -0.127, 0.102, -0.316, 0.136, 0.127, 0.107, -0.343, -0.127, -0.097, 0.150, 0.123, -0.167, -0.187, 0.113, 0.121, 0.143, -0.100, -0.181, 0.234, -0.166, -0.189, 0.128, 0.135, 0.095, 0.218, -0.209, 0.233, -0.233, -0.154, 0.123, 0.133, -0.191, -0.167, 0.138, 0.136, 0.167, 0.136, 0.105, 0.123, 0.132, 0.111, 0.117, 0.115, -0.255, 0.064, 0.111, -0.173, -0.208, 0.081, 0.148, 0.134, -0.055, 0.142, 0.064, 0.130, -0.076, -0.098, 0.113, 0.114, 0.138, -0.170, 0.091, 0.143, 0.097, 0.122, 0.104, 0.127, -0.130, -0.146, -0.157, 0.140, 0.121, 0.134, 0.127, -0.074, 0.111, 0.108, 0.080, 0.000, 0.138, 0.157, -0.261, 0.082, 0.071, 0.145, 0.096, 0.064, 0.064, 0.097, 0.117, -0.105, -0.079, -0.191, 0.127, 0.121, -0.150, -0.126, 0.030, 0.093, 0.127, 0.073, -0.232, -0.044, -0.177, -0.212, 0.083, 0.096, 0.114, -0.104, -0.075, 0.131, -0.087, 0.144, 0.100, 0.142, 0.093, 0.175, 0.150, -0.175, -0.066, 0.114, -0.148, 0.100, 0.092, 0.139, 0.118, 0.135, 0.169, 0.137, 0.083, 0.174, 0.090, 0.072, 0.141, -0.110, 0.093, 0.128, 0.047, -0.233, 0.122, 0.137, -0.170, -0.156, 0.114, -0.111, 0.136, 0.086, 0.093, 0.129, -0.080, 0.140, -0.238, 0.100, -0.144, -0.162, -0.095, -0.151, 0.134, 0.142, -0.098, -0.242, 0.120, 0.092, -0.197, 0.126, 0.123, 0.072, 0.128, 0.142, -0.159, 0.109, 0.114, 0.067, 0.221, 0.137, -0.273, -0.117, 0.132, 0.118, -0.153, 0.140, -0.134, 0.014, -0.084, 0.109, 0.093, 0.107, -0.085, 0.090, -0.106, -0.030, 0.171, -0.229, 0.122, -0.193, 0.099, 0.128, 0.064, 0.092, 0.106, 0.195, 0.078, 0.085, 0.121, -0.126, -0.080, 0.142, -0.050, -0.220, -0.070, -0.265, 0.134, 0.066, 0.159, -0.158, -0.238, -0.123, -0.183, 0.089, 0.142, 0.096, 0.112, 0.121, -0.247, 0.148, -0.196, 0.089, 0.086, 0.092, -0.060, -0.155, -0.105, 0.109, 0.113, 0.143, 0.118, -0.036, 0.074, -0.098, -0.112, 0.101, 0.096, 0.095], "multiplicity": 1, "total_energy_ev": -184821.9908, "total_charge": 7, "orbital_gap_ha": 0.350, "lumo_energy_ev": -10.3}